[1]
Molecular formula: C5H10O
Method: DFT, ωB97M-V/def2-TZVPD

The SMILES is C=C[C@]1(C)CO1.[H][H]. For the energy above the lowest of the compared OMol25 structures with the same formula, charge and spin, the calculation gives 67.9 kcal per mole. The max |F| is 0.0069 Eh/bohr. The calculation puts the LUMO energy at 0.041 Ha. The total energy comes out at -7391.821 eV. The HOMO energy is -9.75 eV.

```
! wB97M-V def2-TZVPD RIJCOSX def2/J DEFGRID3
* xyz 0 1
H 1.998 0.639 0.866
H -0.242 -2.177 -0.954
H 1.558 -0.889 0.078
C -0.106 0.463 0.456
H -1.677 0.342 -1.091
H -0.299 -2.661 -0.392
O -0.328 1.788 0.964
H -2.157 0.741 1.300
H 1.208 -0.651 1.787
C -1.086 0.730 1.517
C 1.241 -0.147 0.815
H -0.827 0.477 2.546
C 0.208 0.329 -2.012
H 1.290 0.352 -1.901
C -0.595 0.341 -0.954
H -0.186 0.324 -3.025
*
```

---

[2]
Molecular formula: C5H10O
Method: DFT, ωB97M-V/def2-TZVPD

For the energy above the lowest of the compared OMol25 structures with the same formula, charge and spin, the calculation gives 135.5 kcal per mole. The max |F| is 0.0152 Eh/bohr. The calculation puts the LUMO energy (alpha / beta) at 0.020 / 0.020 Ha. The total energy comes out at -7388.888 eV. The HOMO energy (alpha / beta) is -6.19 / -6.19 eV.

```
! wB97M-V def2-TZVPD RIJCOSX def2/J DEFGRID3
* xyz 0 1
H -0.068 2.062 1.341
H 0.811 1.718 -1.524
H -0.836 1.337 -0.926
H 0.843 -2.285 -0.857
H 1.693 1.794 0.855
C -1.023 -0.661 1.322
H -1.083 -1.731 1.082
C 0.641 1.607 0.642
H -1.201 -0.516 2.392
H -1.771 -0.113 0.735
C 0.250 1.193 -0.739
H 0.888 -1.196 -2.242
H -0.661 -1.510 -1.445
C 0.766 -0.160 -0.418
C 0.424 -1.350 -1.256
O 0.327 -0.189 1.038
*
```

---

[3]
Molecular formula: C5H10O
Method: DFT, ωB97M-V/def2-TZVPD

The SMILES is CC[C@H]1O[C@H]1C. For the energy above the lowest of the compared OMol25 structures with the same formula, charge and spin, the calculation gives 31.4 kcal per mole. The max |F| is 0.0077 Eh/bohr. The calculation puts the LUMO energy at 0.042 Ha. The total energy comes out at -7393.405 eV. The HOMO energy is -9.92 eV.

```
! wB97M-V def2-TZVPD RIJCOSX def2/J DEFGRID3
* xyz 0 1
H 2.558 1.626 -1.207
H 2.882 0.274 -0.126
H 1.002 -0.961 0.966
C 0.227 -0.275 0.611
H 0.940 1.672 0.595
H 0.083 1.328 -0.889
H -2.151 -1.468 -1.060
H -2.057 0.303 -0.942
C -1.142 -0.837 0.663
H 2.110 -0.011 -1.697
C 2.156 0.673 -0.844
O -0.723 0.155 1.584
C 0.798 0.903 -0.176
H -3.220 -0.617 0.050
C -2.209 -0.616 -0.373
H -1.263 -1.794 1.182
*
```

---

[4]
Molecular formula: C5H10O
Method: DFT, ωB97M-V/def2-TZVPD

The SMILES is C=C[C@H]1CO1.C. For the energy above the lowest of the compared OMol25 structures with the same formula, charge and spin, the calculation gives 53.6 kcal per mole. The max |F| is 0.0055 Eh/bohr. The calculation puts the LUMO energy at 0.040 Ha. The total energy comes out at -7392.442 eV. The HOMO energy is -9.77 eV.

```
! wB97M-V def2-TZVPD RIJCOSX def2/J DEFGRID3
* xyz 0 1
H 2.672 0.452 0.405
H 0.189 1.676 -1.649
C -0.616 1.792 -0.919
H -0.793 -0.554 1.558
H 1.103 -1.063 -0.869
H -1.422 2.400 -1.330
H 1.405 0.654 1.725
H -2.501 -1.680 0.218
H -1.264 -1.999 -1.124
H -1.009 0.813 -0.669
C 0.875 -0.842 0.177
H -0.225 2.245 -0.004
C -1.477 -1.599 -0.134
C -0.542 -0.997 0.594
O 1.818 -1.348 1.120
C 1.789 0.049 0.902
*
```

---

[5]
Molecular formula: C5H10O
Method: DFT, ωB97M-V/def2-TZVPD

The SMILES is CC(=O)C(C)C. For the energy above the lowest of the compared OMol25 structures with the same formula, charge and spin, the calculation gives 0.4 kcal per mole. The max |F| is 0.0090 Eh/bohr. The calculation puts the LUMO energy at 0.036 Ha. The total energy comes out at -7394.749 eV. The HOMO energy is -9.52 eV.

```
! wB97M-V def2-TZVPD RIJCOSX def2/J DEFGRID3
* xyz 0 1
H -0.038 -1.097 1.827
H -0.575 0.593 1.879
H -1.745 -0.700 1.567
C -0.468 -0.211 -0.136
H -1.355 0.733 -1.882
H 2.994 0.250 -0.139
C 0.866 0.510 -0.291
H -0.380 -1.211 -0.582
C 2.107 -0.353 -0.341
H -1.726 1.539 -0.356
O 0.926 1.721 -0.343
H 2.042 -1.188 0.365
H -2.532 0.006 -0.770
C -0.719 -0.368 1.374
C -1.589 0.561 -0.826
H 2.192 -0.785 -1.346
*
```

---

[6]
Molecular formula: C5H10O
Method: DFT, ωB97M-V/def2-TZVPD

For the energy above the lowest of the compared OMol25 structures with the same formula, charge and spin, the calculation gives 99.2 kcal per mole. The max |F| is 0.0067 Eh/bohr. The calculation puts the LUMO energy at 0.027 Ha. The total energy comes out at -7390.465 eV. The HOMO energy is -8.79 eV.

```
! wB97M-V def2-TZVPD RIJCOSX def2/J DEFGRID3
* xyz 0 1
C -2.437 1.507 -1.076
H -2.360 -0.181 -0.122
H -1.644 1.736 -0.308
O -2.828 0.279 -0.850
H 1.814 -0.055 1.926
H -0.749 -1.262 1.119
H -0.361 0.440 -1.328
H 0.148 -1.248 -1.214
C 0.192 -0.274 -0.717
H -0.524 0.508 1.238
C 1.396 -0.540 1.040
H 1.708 1.213 -0.236
C 1.626 0.125 -0.332
H 1.707 -1.590 1.028
H 2.440 -0.240 -0.964
C -0.128 -0.417 0.796
*
```

---

[7]
Molecular formula: C5H10O
Method: DFT, ωB97M-V/def2-TZVPD

For the energy above the lowest of the compared OMol25 structures with the same formula, charge and spin, the calculation gives 93.7 kcal per mole. The max |F| is 0.0182 Eh/bohr. The calculation puts the LUMO energy at 0.022 Ha. The total energy comes out at -7390.702 eV. The HOMO energy is -7.51 eV.

```
! wB97M-V def2-TZVPD RIJCOSX def2/J DEFGRID3
* xyz 0 1
H 2.385 -0.888 -0.908
H 2.341 -0.174 0.690
H -2.109 1.398 -0.449
C -0.338 -0.868 0.059
C 2.072 0.016 -0.360
H 0.121 -1.851 -0.052
H -1.231 -0.751 -0.576
O 0.019 1.191 -0.981
C -0.699 -0.580 1.526
H 0.166 -0.709 2.186
H 2.633 0.874 -0.733
C -1.673 1.043 -1.406
H -1.097 0.434 1.657
H -1.676 1.953 -2.025
C 0.561 0.196 -0.463
H -1.474 -1.284 1.835
*
```

---

[8]
Molecular formula: C5H10O
Method: DFT, ωB97M-V/def2-TZVPD

The SMILES is OC1CCCC1. For the energy above the lowest of the compared OMol25 structures with the same formula, charge and spin, the calculation gives 46.2 kcal per mole. The max |F| is 0.0331 Eh/bohr. The calculation puts the LUMO energy at 0.039 Ha. The total energy comes out at -7392.760 eV. The HOMO energy is -9.80 eV.

```
! wB97M-V def2-TZVPD RIJCOSX def2/J DEFGRID3
* xyz 0 1
C 0.733 -0.822 0.719
C 1.230 0.575 0.348
H -0.415 2.055 0.533
C -0.037 1.313 -0.170
H -0.924 -1.778 -1.181
H 1.437 -1.641 0.740
H 0.394 -0.743 -1.655
O -1.638 -0.178 0.904
H 1.721 1.162 1.134
H -1.945 0.532 -0.961
C -1.089 0.220 -0.357
H -1.496 -1.139 0.928
C -0.267 -0.962 -0.788
H 0.351 -0.741 1.774
H 0.175 1.811 -1.126
H 1.958 0.419 -0.448
*
```

---

[9]
Molecular formula: C5H10O
Method: DFT, ωB97M-V/def2-TZVPD

The SMILES is C[C@H]1CCOC1. For the energy above the lowest of the compared OMol25 structures with the same formula, charge and spin, the calculation gives 10.3 kcal per mole. The max |F| is 0.0063 Eh/bohr. The calculation puts the LUMO energy at 0.042 Ha. The total energy comes out at -7394.319 eV. The HOMO energy is -9.47 eV.

```
! wB97M-V def2-TZVPD RIJCOSX def2/J DEFGRID3
* xyz 0 1
C 1.896 0.143 0.029
O -1.622 -0.543 0.893
H 2.043 -0.926 -0.173
C 0.410 0.458 0.148
C -0.277 -0.318 1.279
H -0.039 -0.886 -1.494
H -0.265 0.233 2.228
H -2.376 -0.970 -0.969
H -0.432 0.804 -1.858
H -2.423 0.745 -0.509
H 0.225 -1.285 1.443
C -0.430 0.046 -1.067
H 2.431 0.384 0.955
C -1.818 -0.172 -0.465
H 2.365 0.706 -0.785
H 0.276 1.534 0.323
*
```

---

[10]
Molecular formula: C5H10O
Method: DFT, ωB97M-V/def2-TZVPD

For the energy above the lowest of the compared OMol25 structures with the same formula, charge and spin, the calculation gives 95.9 kcal per mole. The max |F| is 0.0302 Eh/bohr. The calculation puts the LUMO energy at 0.023 Ha. The total energy comes out at -7390.608 eV. The HOMO energy is -8.85 eV.

```
! wB97M-V def2-TZVPD RIJCOSX def2/J DEFGRID3
* xyz 0 1
H -1.448 -1.178 2.139
O -0.473 -1.118 -0.678
H 0.227 1.338 0.306
H -0.905 0.495 2.305
C -0.708 1.059 -0.168
C -1.186 -0.283 0.208
H 0.356 -0.727 -2.442
H -2.261 -0.455 0.031
H 2.447 -0.066 -1.873
C -0.815 -0.422 1.694
C 0.291 -0.224 -1.444
H 2.078 -0.643 -0.249
H 1.876 1.068 -0.663
H -1.463 1.822 0.149
H 0.237 -0.717 1.717
C 1.749 0.049 -1.033
*
```

---

[11]
Molecular formula: C5H10O
Method: DFT, ωB97M-V/def2-TZVPD

For the energy above the lowest of the compared OMol25 structures with the same formula, charge and spin, the calculation gives 123.4 kcal per mole. The max |F| is 0.0068 Eh/bohr. The calculation puts the LUMO energy at 0.023 Ha. The total energy comes out at -7389.413 eV. The HOMO energy is -6.76 eV.

```
! wB97M-V def2-TZVPD RIJCOSX def2/J DEFGRID3
* xyz 0 1
C -0.144 0.319 0.431
H -1.627 -0.076 -1.111
O 1.366 -0.506 -1.118
H -1.127 2.228 0.102
C 0.171 -1.322 -1.279
H -0.010 2.207 1.478
C -0.744 1.608 0.927
C -0.931 -0.629 -0.463
H -0.012 -1.398 -2.352
C 1.186 0.264 -0.085
H -1.516 -1.370 0.094
H 2.003 0.934 0.160
H 1.822 -0.953 1.270
H 0.434 -2.302 -0.871
H 0.711 -0.425 1.207
H -1.581 1.420 1.609
*
```

---

[12]
Molecular formula: C5H10O
Method: DFT, ωB97M-V/def2-TZVPD

The SMILES is C[C@@H]1OC[C@@H]1C. For the energy above the lowest of the compared OMol25 structures with the same formula, charge and spin, the calculation gives 60.0 kcal per mole. The max |F| is 0.0643 Eh/bohr. The calculation puts the LUMO energy at 0.039 Ha. The total energy comes out at -7392.164 eV. The HOMO energy is -9.39 eV.

```
! wB97M-V def2-TZVPD RIJCOSX def2/J DEFGRID3
* xyz 0 1
H 0.872 -1.626 -0.369
C -0.679 -0.332 0.955
H -0.020 0.428 -1.858
C 0.671 -0.361 -1.609
H 2.182 0.066 1.603
H -2.338 1.042 1.000
C -1.680 0.568 0.267
H -2.286 -0.010 -0.438
H -1.211 -1.105 1.538
C 1.286 0.298 1.007
H -1.155 1.359 -0.278
O 0.145 0.426 1.858
H 1.461 1.228 0.453
H 0.468 -1.208 -2.323
H 1.713 -0.077 -1.846
C 0.570 -0.694 0.041
*
```

---

[13]
Molecular formula: C5H10O
Method: DFT, ωB97M-V/def2-TZVPD

For the energy above the lowest of the compared OMol25 structures with the same formula, charge and spin, the calculation gives 102.1 kcal per mole. The max |F| is 0.0434 Eh/bohr. The calculation puts the LUMO energy (alpha / beta) at 0.022 / 0.039 Ha. The total energy comes out at -7390.337 eV. The HOMO energy (alpha / beta) is -6.81 / -7.91 eV.

```
! wB97M-V def2-TZVPD RIJCOSX def2/J DEFGRID3
* xyz 0 1
H 1.422 0.591 0.512
H -1.446 1.780 -1.899
C 0.190 -1.429 0.853
H -1.274 -1.767 2.375
H 0.549 -2.435 0.643
H 1.040 2.066 -1.604
H -0.711 -0.091 2.302
O 0.001 -0.695 -0.223
C -0.762 0.953 -2.079
H -0.248 1.276 0.418
H 1.299 0.365 -2.060
H -1.073 0.175 -2.763
C 0.600 1.058 -1.581
C 0.490 0.641 -0.083
H 0.318 -1.360 2.994
C -0.393 -1.130 2.193
*
```

---

[14]
Molecular formula: C5H10O
Method: DFT, ωB97M-V/def2-TZVPD

For the energy above the lowest of the compared OMol25 structures with the same formula, charge and spin, the calculation gives 77.1 kcal per mole. The max |F| is 0.0109 Eh/bohr. The calculation puts the LUMO energy at 0.033 Ha. The total energy comes out at -7391.420 eV. The HOMO energy is -8.42 eV.

```
! wB97M-V def2-TZVPD RIJCOSX def2/J DEFGRID3
* xyz 0 1
H 0.722 0.272 2.085
H 1.262 1.551 0.598
C -1.806 -0.957 -0.467
H -2.544 -1.225 0.295
H 0.063 0.600 -1.586
H -0.113 -1.230 0.860
H 0.982 -0.878 -1.303
C -0.522 -0.469 0.180
H -2.238 -0.175 -1.102
H 2.402 0.196 0.361
H -1.617 -1.839 -1.087
O -0.849 0.692 0.987
H 2.172 1.473 -0.860
C 1.664 0.827 -0.145
C -0.012 1.105 1.894
C 0.555 0.004 -0.808
*
```

---

[15]
Molecular formula: C5H10O
Method: DFT, ωB97M-V/def2-TZVPD

The SMILES is OCC1CCC1. For the energy above the lowest of the compared OMol25 structures with the same formula, charge and spin, the calculation gives 24.2 kcal per mole. The max |F| is 0.0098 Eh/bohr. The calculation puts the LUMO energy at 0.037 Ha. The total energy comes out at -7393.714 eV. The HOMO energy is -10.07 eV.

```
! wB97M-V def2-TZVPD RIJCOSX def2/J DEFGRID3
* xyz 0 1
H -0.353 1.495 0.872
C 1.510 -0.553 0.526
H -0.216 1.956 -0.844
C -1.000 -0.948 -0.063
H 0.611 -0.326 -1.407
O 2.715 0.086 0.154
H -1.239 -1.833 -0.660
H -2.615 0.620 0.260
H -1.080 -1.206 1.001
C 0.323 -0.206 -0.356
H 2.667 1.003 0.446
C -1.762 0.363 -0.376
H 1.706 -1.630 0.449
H -2.083 0.398 -1.423
H 1.255 -0.349 1.580
C -0.439 1.131 -0.160
*
```